1.
ORCA calculation (wB97M-V/def2-TZVPD) on C54H45FeN5O4S2Si as an isolated structure.

```
112
Properties=species:S:1:pos:R:3
Fe 0.66734 -0.23664 1.74759
C -1.14030 -3.65425 -2.91453
C -2.05108 -4.23769 -1.82513
C -2.59816 -5.57847 -2.31885
C -3.22988 -3.28522 -1.59447
C -1.25049 -4.37416 -0.52780
C -1.04063 -5.61349 0.09636
C -0.24068 -5.74479 1.22150
C 0.34180 -4.60397 1.74911
S 1.48353 -4.44069 3.05242
C 1.53206 -2.71652 2.76123
N 0.73399 -2.30433 1.82761
C 0.08302 -3.34796 1.18854
C -0.69397 -3.23435 0.04026
C 2.42609 -1.76552 3.40668
C 3.36138 -2.15605 4.36637
C 4.23441 -1.21494 4.87914
C 4.15453 0.09594 4.40874
C 3.20667 0.46064 3.46231
C 2.27942 -0.44396 2.91983
H -1.69325 -3.55651 -3.85313
H -0.28140 -4.30863 -3.08950
H -0.76392 -2.66374 -2.65089
H -3.13377 -5.41748 -3.25689
H -3.29806 -6.02287 -1.60628
H -1.79676 -6.29547 -2.51261
H -3.79420 -3.15518 -2.52203
H -2.88055 -2.30230 -1.28076
H -3.90419 -3.67147 -0.82574
H -1.47828 -6.50866 -0.32217
H -0.05941 -6.71961 1.65755
H -0.81245 -2.25254 -0.40832
H 3.41129 -3.18816 4.70307
H 4.96937 -1.49165 5.62599
H 4.83999 0.84469 4.79410
H 3.18671 1.49549 3.14081
O -0.42869 -0.33612 3.48436
C -1.64571 -0.39101 3.62854
C -2.64895 -0.39122 2.60080
C -3.98373 -0.42185 2.99338
C -4.99028 -0.39407 2.05600
C -4.68093 -0.31190 0.67106
C -3.39164 -0.27868 0.25702
C -2.29331 -0.32887 1.19745
O -1.11762 -0.29365 0.78724
N -6.35707 -0.42632 2.48474
O -6.60405 -0.47261 3.68726
O -7.23859 -0.40907 1.63151
H -2.03417 -0.44570 4.66113
H -4.23845 -0.46416 4.04518
H -5.49485 -0.26643 -0.03867
H -3.11953 -0.17375 -0.78726
N 1.75740 -0.33350 0.19572
C 2.45046 -0.39159 -0.71367
C 3.28678 -0.46302 -1.87684
C 2.70000 -0.76582 -3.10354
C 3.49899 -0.79841 -4.23660
C 4.85950 -0.53659 -4.14615
C 5.43551 -0.23835 -2.91593
C 4.65124 -0.19752 -1.77548
H 1.63344 -0.95662 -3.16649
H 3.04133 -1.02347 -5.19173
H 5.47589 -0.55833 -5.03742
H 6.49545 -0.02763 -2.84675
H 5.07490 0.05586 -0.81241
C -2.91726 1.13014 -6.84929
C -1.88795 0.27686 -6.15563
C -1.17414 -0.70203 -6.84579
C -0.21484 -1.36743 -6.09808
N -0.00361 -1.15453 -4.81456
C -0.80228 -0.23779 -4.17842
S -0.66207 -0.04442 -2.48930
N -1.70757 0.51472 -4.87136
H -2.93237 0.95114 -7.92554
H -2.70684 2.18271 -6.65862
H -3.90684 0.92050 -6.44013
H -1.33694 -0.90973 -7.89490
H 0.42587 -2.11328 -6.56896
C 4.59263 3.79568 -0.52189
C 4.42377 4.03610 0.83437
C 3.27537 3.59647 1.48520
C 2.26906 2.89611 0.81563
C 2.46028 2.67914 -0.55746
C 3.59840 3.11905 -1.21909
Si 0.70341 2.16152 1.65683
C 0.64248 3.15008 3.32035
C 0.43051 4.53405 3.34258
C 0.38579 5.25089 4.53046
C 0.54700 4.59475 5.74555
C 0.75163 3.22301 5.75339
C 0.79706 2.51589 4.55536
C -0.70419 3.09723 0.73448
C -2.01375 2.87576 1.17300
C -3.10775 3.49546 0.58914
C -2.92019 4.37858 -0.46598
C -1.63174 4.63837 -0.90691
C -0.54447 4.00911 -0.31052
H 5.48799 4.13286 -1.03261
H 5.18824 4.56881 1.39056
H 3.16028 3.80977 2.54371
H 1.69598 2.15323 -1.12432
H 3.71137 2.92505 -2.28038
H 0.29148 5.06050 2.40335
H 0.22000 6.32289 4.51018
H 0.50609 5.14905 6.67696
H 0.87424 2.69705 6.69426
H 0.95484 1.44421 4.57841
H -2.18507 2.20616 2.00934
H -4.10713 3.27667 0.94916
H -3.77053 4.85094 -0.94446
H -1.46856 5.32659 -1.72923
H 0.44882 4.23305 -0.68141
```

Output
HOMO-LUMO gap: 6.10 eV
Spin multiplicity: 1
DFT total energy: -5009.152532 hartree
ΔE to the lowest compared entry with this formula, charge and spin: 0.00 kcal per mole
Net charge: -2

Results of the Löwdin charge analysis, in e, for atoms 1 through 2: Fe 0.215; C -0.060



2.
ORCA calculation (wB97M-V/def2-TZVPD) on C54H45GeN5O3S4Tc as an isolated structure.

```
113
Properties=species:S:1:pos:R:3
Tc 0.93763 0.76531 -0.99911
O 2.52736 1.88511 -0.94884
C 3.63290 1.75625 -0.21882
C 4.37725 2.90201 0.07901
C 5.53252 2.80792 0.82590
C 5.99535 1.57153 1.28298
C 5.29166 0.43523 0.96121
C 4.10319 0.50741 0.21767
C 3.44628 -0.71262 -0.16358
N 2.26514 -0.78808 -0.66298
N 1.87118 -2.06768 -1.05086
C 0.72813 -2.00009 -1.65697
O 0.11570 -0.86995 -1.88292
C 0.05988 -3.22730 -2.13347
C 0.41650 -4.47299 -1.62343
C -0.24406 -5.61033 -2.05760
C -1.25010 -5.50985 -3.00897
C -1.59538 -4.27103 -3.53163
C -0.94510 -3.12933 -3.09266
H 4.01593 3.85801 -0.27655
H 6.08862 3.70754 1.05837
H 6.90211 1.50908 1.86785
H 5.64460 -0.53703 1.28503
H 3.97977 -1.65348 -0.05687
H 1.20870 -4.53957 -0.89095
H 0.02144 -6.57643 -1.64905
H -1.77034 -6.39894 -3.34040
H -2.38084 -4.19479 -4.27183
H -1.21264 -2.15619 -3.48340
C 2.04633 0.25405 -5.98714
C 3.07517 0.35441 -5.06689
C 2.76090 0.65723 -3.75159
N 1.51000 0.84473 -3.33473
C 0.51954 0.74067 -4.22667
C 0.74077 0.45855 -5.55992
H 2.25492 0.01702 -7.02211
H 4.10579 0.19980 -5.35336
H 3.53434 0.76152 -2.99935
H -0.48586 0.87157 -3.84089
H -0.09342 0.38711 -6.24422
S -4.25597 -4.15219 -0.97413
C -3.28890 -2.91938 -0.50464
S -3.35562 -1.31257 -1.21237
C -2.05474 -0.82131 -0.18740
N -1.61829 -1.72293 0.60506
N -2.31891 -2.88376 0.45835
C -1.95316 -3.95362 1.34168
C -2.92963 -4.72637 1.94861
C -2.54230 -5.71849 2.83732
C -1.19987 -5.92393 3.12039
C -0.23457 -5.13085 2.51509
C -0.60761 -4.14090 1.62054
S -1.37428 0.81089 -0.18602
H -3.97280 -4.55848 1.72517
H -3.29762 -6.33022 3.31272
H -0.90585 -6.69816 3.81699
H 0.81255 -5.27718 2.74246
H 0.13140 -3.50211 1.15650
C -5.16666 4.23887 -4.98061
C -3.80371 4.12718 -4.35838
C -3.65280 4.06757 -2.97138
C -2.40268 3.94897 -2.39227
C -1.28497 3.88905 -3.21421
C -1.40651 3.93100 -4.59577
C -2.66629 4.05929 -5.15927
S 0.33414 3.68843 -2.53281
C 0.54827 5.25521 -1.70675
O 0.14568 2.73913 -1.35153
H -5.92086 4.50271 -4.24155
H -5.45847 3.28970 -5.43402
H -5.17687 4.99311 -5.76732
H -4.53156 4.11569 -2.34024
H -2.29561 3.88247 -1.31619
H -0.52502 3.86691 -5.22338
H -2.76833 4.10069 -6.23679
H -0.26318 5.39568 -0.99485
H 0.55576 6.04524 -2.45669
H 1.50619 5.20144 -1.19298
C 0.19385 0.50451 0.65951
Ge 0.04807 0.37218 2.66155
C 0.72680 2.11633 3.20025
C 0.03375 2.92358 4.10086
C 0.55915 4.14470 4.50501
C 1.78644 4.56803 4.01696
C 2.49207 3.76636 3.12873
C 1.96390 2.54914 2.72501
C 1.08760 -1.09053 3.39700
C 1.98789 -1.82975 2.63499
C 2.76748 -2.82045 3.21592
C 2.64704 -3.08915 4.57189
C 1.74338 -2.36859 5.34133
C 0.97182 -1.37349 4.75836
C -1.82630 0.19467 3.15179
C -2.72153 1.24804 2.96536
C -4.07232 1.09240 3.24866
C -4.54322 -0.12078 3.73058
C -3.66146 -1.17510 3.92992
C -2.31391 -1.01752 3.63991
H -0.91878 2.59962 4.50281
H 0.01228 4.76053 5.20766
H 2.19847 5.51668 4.33672
H 3.45812 4.08340 2.75691
H 2.53266 1.92693 2.04294
H 2.06429 -1.64749 1.57206
H 3.46247 -3.38900 2.60920
H 3.25245 -3.86148 5.02904
H 1.64333 -2.57737 6.39863
H 0.27754 -0.81450 5.37708
H -2.36873 2.20213 2.58804
H -4.75580 1.91841 3.09788
H -5.59525 -0.24328 3.95411
H -4.02281 -2.12384 4.30623
H -1.64292 -1.85850 3.77751
```

Output
HOMO-LUMO gap: 6.74 eV
Spin multiplicity: 1
DFT total energy: -6334.538488 hartree
ΔE to the lowest compared entry with this formula, charge and spin: 0.00 kcal per mole
Net charge: +1

Results of the Löwdin charge analysis, in e, for atoms 1 through 2: Tc 1.428; O -0.262



3.
ORCA calculation (wB97M-V/def2-TZVPD) on C54H45LaN8O5P2S as an isolated structure.

```
116
Properties=species:S:1:pos:R:3
La -0.12673 0.41103 0.26791
O -0.79550 0.72572 4.73809
C 0.17111 1.60328 5.05634
C 0.09221 2.24730 6.29268
C 1.06067 3.14923 6.67632
C 2.12703 3.43643 5.83203
C 2.21437 2.81753 4.60420
C 1.24619 1.89712 4.19537
C 1.30886 1.28350 2.86276
O 0.50909 0.32930 2.54802
N 2.25377 1.73760 2.04977
N 2.14361 1.30359 0.78604
C 3.14529 1.43190 -0.01786
C 2.99041 1.00150 -1.38874
C 3.92600 1.35065 -2.37107
C 3.70380 0.96573 -3.67711
C 2.57077 0.21990 -3.96899
C 1.71869 -0.11878 -2.93080
N 1.90302 0.26111 -1.67624
H -0.58347 0.37670 3.83868
H -0.74801 2.01472 6.92885
H 0.99098 3.63024 7.64155
H 2.87865 4.14733 6.13679
H 3.02832 3.02330 3.92767
H 4.09349 1.85979 0.30703
H 4.79676 1.92857 -2.10084
H 4.39634 1.24531 -4.45737
H 2.35659 -0.09627 -4.97603
H 0.84097 -0.72232 -3.11705
C -4.22027 6.72110 0.04146
O -3.86187 7.22995 -1.22159
C -3.72691 6.36231 -2.26172
C -3.25876 6.91147 -3.45949
C -3.08916 6.12176 -4.57035
C -3.33652 4.74601 -4.50434
C -3.84148 4.20965 -3.31725
C -4.04122 5.00738 -2.21014
N -3.18487 4.01499 -5.67592
N -2.79618 2.84101 -5.73866
C -2.27999 2.10458 -4.69443
C -2.68590 0.77457 -4.61476
C -2.34351 -0.02883 -3.54719
C -1.51985 0.42564 -2.50550
O -1.20329 -0.31164 -1.50026
C -0.98031 1.76572 -2.64104
N -0.09954 2.16773 -1.69643
C 0.45873 3.35389 -1.80901
C 0.20858 4.21472 -2.88393
C -0.68165 3.83004 -3.85051
C -1.34531 2.59404 -3.73469
H -4.21293 7.57978 0.71086
H -3.49741 5.97731 0.39283
H -5.22378 6.28109 0.03769
H -3.03851 7.96629 -3.48481
H -2.73000 6.53900 -5.49879
H -4.10443 3.16233 -3.27379
H -4.43736 4.56034 -1.31119
H -3.34340 0.39940 -5.38554
H -2.71830 -1.03862 -3.48256
H 1.15429 3.64340 -1.02877
H 0.72282 5.16019 -2.95263
H -0.87185 4.46848 -4.69971
C 0.75502 -4.47328 0.47777
N 0.56223 -3.03243 0.43146
P -0.95024 -2.33347 0.90814
C -1.39391 -3.37618 2.35381
C -1.08745 -2.86817 3.61089
C -1.29713 -3.63033 4.74623
C -1.82268 -4.90769 4.63124
C -2.15463 -5.41101 3.38266
C -1.94353 -4.64947 2.24626
C -2.10392 -2.98422 -0.33633
C -3.46372 -2.89975 -0.04862
C -4.39570 -3.26261 -1.00275
C -3.97874 -3.68715 -2.25477
C -2.62775 -3.73932 -2.55498
C -1.69229 -3.38469 -1.60049
P 1.85141 -1.94950 0.81704
C 2.63638 -2.85456 2.21652
C 3.47390 -3.95234 2.04263
C 3.91858 -4.66687 3.14043
C 3.53265 -4.29587 4.41838
C 2.71587 -3.19174 4.59932
C 2.27119 -2.47436 3.50304
C 3.07034 -2.31524 -0.49159
C 2.69003 -2.78496 -1.74192
C 3.62603 -2.91408 -2.75132
C 4.94578 -2.56256 -2.52396
C 5.32915 -2.07550 -1.28457
C 4.39439 -1.94147 -0.27580
H 0.84335 -4.85458 1.49989
H 1.65980 -4.73487 -0.07081
H -0.09552 -4.95789 -0.00032
H -0.69536 -1.86442 3.68786
H -1.05258 -3.23081 5.72019
H -1.98371 -5.51115 5.51319
H -2.57423 -6.40389 3.29217
H -2.21514 -5.04244 1.27624
H -3.77318 -2.52751 0.91881
H -5.44967 -3.20303 -0.77641
H -4.70698 -3.96833 -3.00183
H -2.30058 -4.04668 -3.53872
H -0.63836 -3.39514 -1.84036
H 3.78574 -4.24668 1.05024
H 4.56085 -5.52362 2.99527
H 3.87425 -4.86496 5.27037
H 2.42154 -2.89410 5.59455
H 1.64190 -1.60603 3.63342
H 1.65410 -3.03315 -1.92014
H 3.32319 -3.28351 -3.71988
H 5.67357 -2.66031 -3.31525
H 6.35798 -1.80015 -1.10666
H 4.68065 -1.55222 0.69298
O -1.13571 2.45921 1.02155
S -2.41365 1.80114 1.51935
N -2.38660 0.34783 1.30972
```

Output
HOMO-LUMO gap: 6.47 eV
Spin multiplicity: 1
DFT total energy: -4011.620255 hartree
ΔE to the lowest compared entry with this formula, charge and spin: 0.00 kcal per mole

Results of the Löwdin charge analysis, in e, for atoms 1 through 2: La 1.725; O 0.049



4.
ORCA calculation (wB97M-V/def2-TZVPD) on C54H45N8O6S3SeY as an isolated structure.

```
118
Properties=species:S:1:pos:R:3
Y 0.07374 -1.26179 -0.23814
Se 4.62343 4.40626 -3.47077
N 4.87940 2.70126 -2.86417
C 3.67373 2.19982 -2.57870
C 3.53310 0.80012 -2.14697
C 4.61656 -0.05509 -2.12376
C 4.44336 -1.34039 -1.53937
C 3.21443 -1.73293 -1.40284
N 2.01340 -0.96085 -1.69583
C 2.17431 0.25476 -1.93014
C 0.96130 1.30713 -2.07381
N -0.24660 0.86483 -1.67502
C -1.25833 1.61263 -1.87029
C -1.28470 2.93968 -2.28897
C 0.22024 3.33789 -2.85394
C 1.22896 2.57848 -2.57654
C 2.50901 3.05134 -2.88901
N 2.86942 4.34933 -3.12777
H 5.37689 0.58240 -3.04495
H 5.27950 -1.91214 -1.89362
H 3.17849 -2.69748 -0.98818
H -2.07754 1.12044 -1.59936
H -2.17601 3.29270 -2.63065
H 0.29683 4.41093 -3.39791
C 4.79622 -4.86465 2.73664
C 4.74538 -4.47228 1.31335
N 3.51139 -4.49482 0.67653
C 2.85794 -5.69827 0.17052
C 2.20867 -6.73631 1.20338
C 2.53995 -3.53200 1.16471
S 0.78855 -3.76593 0.77897
N 3.09528 -2.45997 1.69462
C 2.44353 -1.39303 2.13714
O 1.22700 -1.02962 1.36946
C 2.85416 -0.68286 3.16672
C 2.26117 0.55130 3.53871
C 2.74047 1.35867 4.61046
C 4.03131 0.86827 5.27668
C 4.51095 -0.37163 4.97208
C 4.05769 -1.14020 4.02545
H 5.91800 -4.88194 3.12430
H 4.54284 -5.79363 3.03310
H 4.15758 -4.19874 3.20234
H 5.45467 -5.14231 0.88573
H 4.94495 -3.31909 1.42464
H 3.44663 -6.32305 -0.46895
H 2.15143 -5.39640 -0.63284
H 3.20112 -7.44011 1.82163
H 1.52530 -7.48180 0.96561
H 1.81840 -5.91772 2.23597
H 1.62352 1.12086 3.07309
H 2.53868 2.40821 4.69826
H 3.86943 1.26093 6.34620
H 5.34076 -0.81814 5.75456
H 4.96048 -1.83679 3.30113
C 0.55009 -1.27361 -4.91208
C 1.10663 -2.44262 -4.59565
C 0.40851 -3.34582 -3.58398
C -0.79123 -2.92655 -3.09428
C -1.41832 -1.67001 -3.69686
C -0.72335 -0.97354 -4.60813
C -1.64146 -3.76223 -2.24713
C -2.31614 -4.95402 -2.52314
C -3.15304 -5.53986 -1.53660
C -3.00239 -4.82337 -0.18639
C -3.76468 -5.48221 0.85645
C -3.83300 -4.84045 2.08495
C -3.41004 -3.56440 2.24277
C -2.58874 -3.01131 1.25319
C -2.39984 -3.57954 0.02893
N -1.78992 -3.10920 -1.03528
H 1.30713 -0.55348 -5.57747
H 2.05904 -2.75525 -4.49522
H 0.77931 -4.13726 -2.87730
H -1.41225 -0.30138 -5.28637
H -2.27442 -5.31995 -3.56823
H -3.37258 -6.54641 -1.41928
H -4.50175 -6.26266 0.57039
H -4.59124 -5.33248 2.67052
H -3.31190 -3.19014 3.29326
H -2.10216 -1.97899 1.69717
O -3.58351 1.27011 -3.95944
S -3.95247 -0.03827 -4.38141
O -5.37934 -0.23909 -4.29232
O -3.38120 -0.51597 -5.64666
S -2.98422 -1.33664 -2.97843
C -3.10365 8.66134 0.43407
C -2.62495 7.67249 1.35882
C -2.26011 7.96954 2.70125
C -1.40994 7.04251 3.54504
C -1.36989 5.73721 3.25396
C -1.62244 5.43115 1.75843
N -1.60301 4.01609 1.31747
C -2.73836 3.23676 1.14302
C -4.03905 3.75956 1.13953
C -5.19901 3.19245 0.55506
C -4.99585 1.70989 0.28909
C -3.71498 1.17359 0.44742
C -2.70663 1.86688 1.02736
C -1.50477 1.07831 1.24791
O -0.49947 1.49466 1.72664
O -1.45084 -0.20708 0.91968
C -2.02788 6.29790 0.82921
C -2.06474 5.90550 -0.66687
H -3.09466 9.60929 0.81575
H -4.16296 8.77423 0.42523
H -2.32302 8.30152 -0.22924
H -2.57877 8.80657 3.16754
H -1.23078 7.17654 4.60033
H -1.01653 4.87565 3.64084
H -0.86807 3.44930 1.70784
H -4.18127 4.84274 1.40473
H -6.17652 3.66843 0.58734
H -5.98357 1.33742 0.16700
H -3.45566 0.02766 0.41796
H -1.39422 5.83998 -1.41841
H -2.86401 6.57578 -0.80986
H -2.55222 4.98654 -0.39957
```

Output
HOMO-LUMO gap (spin up / spin down): 3.42 / 4.59 eV
Spin multiplicity: 1
DFT total energy: -6608.023287 hartree
ΔE to the lowest compared entry with this formula, charge and spin: 558.01 kcal per mole
Net charge: -2

Results of the Löwdin charge analysis, in e, for atoms 1 through 2: Y 1.373; Se 0.855